[1]
A molecular structure, C40H67B2BeCl20F14N10O4S2 at a distorted geometry, computed with ωB97M-V/def2-TZVPD.

Computed properties:
HOMO-LUMO gap: 7.779 eV
Net charge: -1
M: 1821.844 Da
2S+1: 1
Largest force on an atom: 5.69 eV Å⁻¹

Each line ends with the Löwdin charge.
Element x y z (Å)
Be 25.89993 1.22983 10.91775  1.069
B 27.85598 -1.05091 12.23786  -1.441
F 27.90416 0.31207 12.45722  0.112
F 27.93643 -1.65011 13.46924  0.136
F 26.65617 -1.30228 11.65681  0.149
F 28.84501 -1.49858 11.38810  0.149
B 27.43605 -0.39228 8.71460  -1.459
F 27.91020 -1.62532 9.09717  0.151
F 27.89826 -0.08383 7.50826  0.214
F 26.08019 -0.46271 8.84689  0.148
F 27.86439 0.57022 9.62496  0.138
C 24.17389 4.93688 9.25361  -0.684
F 24.35712 5.87548 8.31496  0.140
F 24.93988 5.02201 10.34909  0.065
F 22.97068 4.96818 9.62473  0.189
S 24.49771 3.23137 8.37573  0.675
O 23.69845 3.13274 7.17322  -0.297
O 25.93666 3.14709 8.16757  -0.312
N 24.11945 1.98715 9.52004  -0.303
S 22.78267 1.40136 9.08411  0.520
O 21.70303 2.34534 9.20210  -0.303
O 22.92819 0.58497 7.91905  -0.277
C 22.46164 -0.02232 10.49217  -0.634
F 21.93245 0.48964 11.55400  0.157
F 21.72387 -1.00300 9.91729  0.073
F 23.61561 -0.59515 10.78960  0.101
C 18.82531 3.98654 9.87413  -0.074
C 18.49235 4.06971 11.32597  -0.253
N 18.23645 4.14885 12.46748  0.123
H 17.90138 4.27399 9.37230  0.075
H 19.08983 3.07167 9.34391  0.055
H 19.51767 4.80199 9.66491  0.065
C 18.81857 -1.79097 11.25091  -0.028
C 18.53364 -0.35384 10.89432  -0.264
N 18.30535 0.72211 10.65538  0.166
H 18.01370 -2.39918 10.83816  0.055
H 18.94386 -1.70661 12.33040  0.052
H 19.74986 -2.09122 10.77066  0.071
C 23.86392 -1.80139 14.33115  -0.009
C 24.28156 -0.45778 13.82831  -0.172
N 24.66488 0.58590 13.36511  0.170
H 24.28967 -2.48403 13.59572  0.097
H 22.77456 -1.80566 14.29396  0.062
H 24.15621 -1.84797 15.38020  0.094
C 24.57402 2.98867 15.58680  -0.072
C 24.62061 3.47663 14.19940  -0.299
N 24.68950 3.78651 13.11135  0.149
H 25.55367 2.89753 16.05593  0.091
H 23.91923 2.11740 15.57094  0.036
H 23.98808 3.70736 16.15971  0.059
C 22.03111 6.00545 13.47757  -0.102
C 21.06977 6.73850 14.30167  -0.292
N 20.30796 7.34766 14.94168  0.126
H 22.81180 6.66420 13.09721  0.012
H 21.53690 5.56387 12.61219  0.077
H 22.39819 5.20908 14.12498  0.056
C 24.03424 9.73517 7.96039  -0.107
C 25.01016 10.00942 8.99577  -0.237
N 25.72996 10.17434 9.93125  0.128
H 24.09153 8.75876 7.47932  0.052
H 23.97721 10.53434 7.22135  0.081
H 23.07326 9.76886 8.47369  0.045
C 18.00704 -0.99534 7.49539  -0.064
C 17.15123 -1.96666 8.23856  -0.258
N 16.52294 -2.73608 8.83984  0.122
H 17.51460 -0.79724 6.54335  0.064
H 19.04186 -1.33766 7.50308  0.084
H 18.04060 -0.00091 7.94044  0.060
C 20.15985 -3.70361 14.62233  -0.078
C 19.73316 -4.78184 13.73254  -0.287
N 19.36064 -5.65915 13.08029  0.130
H 20.07898 -2.86500 13.93075  0.032
H 21.18507 -3.84937 14.96263  0.080
H 19.43688 -3.55457 15.42433  0.086
C 29.05389 5.46178 12.05057  -0.033
C 28.11617 4.36177 11.69626  -0.232
N 27.55020 3.42812 11.39660  0.193
H 29.39695 5.75524 11.05846  0.087
H 29.90061 5.13945 12.65657  0.088
H 28.53936 6.26765 12.57396  0.044
Cl 30.77307 3.06326 7.42164  0.540
C 29.25024 2.66308 6.64265  -0.656
C 29.47669 1.53123 5.59513  -0.642
Cl 30.51364 1.88367 4.17002  0.488
H 28.75413 3.54000 6.22674  0.018
H 28.69748 2.29902 7.50869  0.044
H 28.53380 1.41399 5.06098  0.042
H 29.82886 0.61433 6.06777  0.068
Cl 22.04283 -2.30378 2.89470  0.520
C 21.98341 -0.50286 2.94550  -0.656
C 20.60293 0.01176 2.62096  -0.627
Cl 19.35433 -0.46781 3.86641  0.491
H 22.70372 -0.14294 2.21085  0.031
H 22.25199 -0.13878 3.93716  0.074
H 20.23120 -0.29416 1.64304  0.069
H 20.54599 1.09886 2.67627  0.054
Cl 21.12667 2.54561 16.43962  0.571
C 20.01952 2.75866 15.08524  -0.635
C 20.12181 1.49911 14.25093  -0.660
Cl 19.68307 0.01091 15.14657  0.533
H 20.39453 3.60017 14.50273  0.050
H 19.04983 2.90421 15.56130  0.075
H 21.08214 1.32039 13.76728  0.052
H 19.42185 1.48197 13.41556  0.045
Cl 19.49184 10.63443 9.60929  0.530
C 19.48090 10.05154 11.28440  -0.614
C 20.00133 8.54791 11.31662  -0.555
Cl 21.83136 8.44091 11.19479  0.528
H 18.42448 10.18131 11.51943  0.057
H 20.06305 10.70047 11.93869  0.066
H 19.65204 8.00177 10.44037  0.033
H 19.76057 7.89429 12.15502  0.041
Cl 23.41201 6.90041 1.56414  0.477
C 22.87020 8.69208 1.73008  -0.556
C 23.43363 9.41441 2.95880  -0.600
Cl 22.82287 8.62327 4.45466  0.571
H 21.78398 8.65742 1.64633  0.064
H 23.22051 9.16490 0.81256  0.062
H 23.09755 10.43129 3.16162  0.064
H 24.52014 9.47320 3.02324  0.049
Cl 22.47679 -3.19977 7.93025  0.532
C 24.19844 -3.14297 8.47274  -0.590
C 24.59064 -4.55320 8.98897  -0.644
Cl 24.06319 -4.87685 10.65019  0.518
H 24.28420 -2.39687 9.26271  0.037
H 24.79944 -2.74183 7.65666  0.079
H 25.65473 -4.71152 9.16432  0.060
H 24.17612 -5.35073 8.37235  0.054
Cl 28.67154 6.65481 6.78387  0.497
C 28.98493 7.48350 5.14941  -0.581
C 27.65643 7.71364 4.52010  -0.652
Cl 26.71934 9.07811 5.26889  0.519
H 29.56044 6.84284 4.48125  0.084
H 29.56795 8.38491 5.33821  0.070
H 27.07195 6.79562 4.58091  0.019
H 27.94788 8.07048 3.53226  0.074
Cl 26.27263 4.10606 4.69149  0.616
C 25.47702 2.83714 3.70244  -0.598
C 24.64836 3.62995 2.69492  -0.676
Cl 23.58497 2.55436 1.69990  0.544
H 24.87973 2.31640 4.45088  0.065
H 26.10803 2.07822 3.23985  0.083
H 25.30687 4.23683 2.07348  0.059
H 24.01194 4.37061 3.17916  0.023
Cl 20.90918 4.96495 4.28994  0.621
C 20.44707 6.15899 5.44839  -0.737
C 21.46839 6.19722 6.51643  -0.727
Cl 21.17822 7.58942 7.53491  0.600
H 19.45038 6.08962 5.88416  0.084
H 20.45576 7.08097 4.86705  0.029
H 22.52449 6.35192 6.29549  0.040
H 21.55995 5.31635 7.15186  0.067
Cl 26.12557 7.70541 15.52982  0.520
C 26.52932 8.75792 14.14671  -0.645
C 25.56592 8.58191 12.97803  -0.643
Cl 25.61029 6.91930 12.41815  0.614
H 27.52110 8.38599 13.88957  0.045
H 26.65287 9.77662 14.51424  0.073
H 25.74349 9.24742 12.13323  0.030
H 24.53254 8.62849 13.32163  0.045



[2]
A molecular structure, C38H53Cl2N10O7RbS2, computed with ωB97M-V/def2-TZVPD.

Computed properties:
HOMO-LUMO gap: 6.350 eV
Net charge: -2
M: 982.413 Da
2S+1: 1
Largest force on an atom: 0.42 eV Å⁻¹

Each line ends with the Löwdin charge.
Element x y z (Å)
Rb 1.18851 0.14576 -0.23530  0.912
N 2.87643 -3.94474 -0.13330  0.024
C 1.77684 -4.62841 0.55145  -0.267
C 0.54169 -4.64621 -0.34092  -0.205
N -0.23969 -3.41900 -0.21660  -0.169
C -1.00530 -3.12269 -1.42554  -0.194
C -0.13547 -2.76298 -2.63729  -0.263
N -0.75547 -1.81230 -3.56014  0.012
C -1.12720 -3.47003 0.95048  -0.198
C -1.36601 -2.09242 1.54033  -0.240
N -0.10180 -1.62177 2.09448  0.013
H 3.64588 -3.77773 0.50410  0.040
H 2.59155 -3.01968 -0.44234  0.031
H 1.51312 -4.17687 1.51751  0.087
H 2.08966 -5.65784 0.75321  0.102
H -0.08506 -5.52925 -0.12583  0.116
H 0.89116 -4.74448 -1.36993  0.108
H -1.65756 -2.27213 -1.22122  0.090
H -1.66703 -3.97396 -1.67862  0.122
H 0.13188 -3.65839 -3.20504  0.098
H 0.80728 -2.33467 -2.28437  0.101
H -1.66032 -2.16877 -3.85066  0.060
H -0.96181 -0.96522 -3.03749  0.036
H -0.65337 -4.08220 1.72117  0.114
H -2.08323 -3.94892 0.68186  0.120
H -2.09384 -2.17836 2.35153  0.114
H -1.78647 -1.43175 0.77080  0.095
H -0.07975 -0.62547 2.29933  0.036
H 0.62203 -1.79535 1.40544  0.005
C 4.70355 0.17362 -2.86726  -0.002
C 4.35948 -0.07520 -1.42342  -0.561
O 3.73659 -1.06849 -1.05554  -0.043
N 4.76672 0.89371 -0.56395  0.066
C 4.31397 0.91834 0.82095  -0.129
C 4.83722 -0.26206 1.60565  -0.247
C 6.19725 -0.35504 1.89835  -0.019
C 6.66982 -1.45785 2.58205  -0.081
C 5.76732 -2.44380 2.95380  -0.079
C 4.43267 -2.26321 2.62610  -0.164
N 3.96767 -1.20024 1.97328  0.155
H 4.05740 0.98523 -3.21093  0.062
H 4.51691 -0.73140 -3.43973  0.081
H 5.73911 0.49468 -2.98046  0.079
H 4.87665 1.81308 -0.99624  0.019
H 3.23491 0.94796 0.95918  0.035
H 4.69738 1.84708 1.24560  0.135
H 6.86455 0.43360 1.57342  0.113
H 7.72316 -1.55017 2.81937  0.097
H 6.08398 -3.33334 3.48364  0.095
H 3.69178 -3.01093 2.89424  0.075
O 2.33248 2.02596 -2.08652  -0.252
N 1.90450 3.25241 -2.02414  -0.233
C 0.56435 3.45464 -2.02683  -0.056
C 0.00635 4.70561 -1.95756  -0.094
C 0.86467 5.80113 -1.88416  -0.110
C 2.22223 5.59025 -1.88099  -0.129
C 2.80107 4.30598 -1.94882  -0.721
S 4.48645 4.03728 -1.94107  0.524
H -0.00082 2.53203 -2.06890  0.106
H -1.07018 4.81152 -1.96427  0.091
H 0.47081 6.80853 -1.82484  0.093
H 2.91291 6.41906 -1.81667  0.085
N -0.58740 2.33988 1.04875  -0.013
N -0.44825 2.46291 2.44278  -0.045
C 0.73823 1.93748 3.04981  -0.763
O 1.00369 2.40314 4.17192  -0.052
O 1.33518 1.03657 2.40481  -0.193
H -0.34949 3.19554 0.55973  0.064
H -1.51657 2.03470 0.79734  0.054
H -0.69410 3.35816 2.83909  0.104
O 0.38705 -3.34364 5.47332  -0.572
S 1.62884 -2.89408 4.76495  0.879
C 2.93843 -2.84454 6.05050  -0.335
C 2.83146 -1.49096 6.73834  -0.247
C 2.67330 -0.49923 5.58982  -0.225
C 1.60256 -1.06684 4.67232  -0.321
H 3.89983 -2.94884 5.53962  0.068
H 2.76480 -3.71316 6.68526  0.079
H 3.71079 -1.28227 7.35356  0.101
H 1.95169 -1.47548 7.38636  0.110
H 3.61935 -0.42225 5.04410  0.107
H 2.39793 0.51006 5.89639  0.111
H 1.70179 -0.72150 3.64720  0.035
H 0.59283 -0.83727 5.01800  0.103
Cl -6.54936 3.65971 -3.62908  0.713
C -6.64724 2.08430 -4.37701  -0.558
C -7.18532 2.07129 -5.65579  -0.149
C -7.24933 0.90758 -6.39546  -0.118
C -6.75361 -0.25875 -5.83232  -0.137
C -6.23199 -0.24541 -4.55815  -0.575
Cl -5.65063 -1.74598 -3.90107  0.720
C -6.16052 0.91868 -3.74982  -0.272
N -5.66517 0.78999 -2.48190  0.071
C -5.51087 1.80809 -1.49704  -0.254
C -6.60362 2.18846 -0.73496  -0.059
C -6.46837 3.14031 0.26388  -0.102
C -5.22238 3.69263 0.51554  -0.090
C -4.12236 3.28399 -0.22760  -0.032
C -4.24210 2.33712 -1.23913  -0.157
C -3.03733 1.89299 -2.02170  -0.033
C -2.54324 0.48121 -1.60110  -0.654
O -3.36282 -0.45617 -1.74191  -0.045
O -1.36412 0.39130 -1.18953  -0.171
H -7.53506 3.00896 -6.06631  0.090
H -7.66317 0.90929 -7.39439  0.093
H -6.76916 -1.19451 -6.37441  0.096
H -4.94661 0.05800 -2.33873  0.062
H -7.56301 1.73063 -0.94288  0.113
H -7.32811 3.43943 0.85060  0.093
H -5.10009 4.42986 1.29920  0.096
H -3.14652 3.70953 -0.02202  0.103
H -2.22326 2.60390 -1.89543  0.086
H -3.28616 1.84101 -3.08589  0.128



[3]
A molecular structure, C4H4O2Pm at a distorted geometry, computed with ωB97M-V/def2-TZVPD.

Computed properties:
HOMO-LUMO gap (spin up / spin down): 2.820 / 10.522 eV
Net charge: +4
<S²>: 9.173
M: 229.074 Da
2S+1: 6
Largest force on an atom: 2.67 eV Å⁻¹

Each line ends with the Löwdin charge.
Element x y z (Å)
H 0.33364 -1.92058 -2.75359  0.498
O 1.23815 0.37023 -2.51826  0.438
C 0.89981 0.85712 -1.56854  0.130
C 0.20437 1.27304 -0.36236  0.008
C 0.46766 0.33264 0.78075  0.091
C -0.39108 -0.53549 1.23666  -0.012
O -1.07857 -1.40459 1.61459  0.126
Pm -2.80488 -2.98587 3.04675  2.111
H -0.85802 1.35512 -0.64891  0.198
H 0.57087 2.29332 -0.15071  0.204
H 1.41806 0.36506 1.32362  0.206